# C22H19BeF3N4O5S

C22H19BeF3N4O5S as an isolated structure at a distorted geometry (ωB97M-V with the def2-TZVPD basis set, OMol25).

XYZ file:
```
55
Properties=species:S:1:pos:R:3:forces:R:3:lowdin_charge:R:1
Be 0.23903 -0.79390 -0.69017 0.05 0.20 0.01 0.051
O -2.10106 0.35045 5.41019 0.17 0.44 0.00 -0.024
C -2.76361 0.53305 4.37771 -0.41 -1.21 0.16 -0.687
O -3.95626 0.81570 4.18787 0.09 0.46 -0.06 -0.024
C -2.00880 0.13355 3.07992 0.16 0.37 -0.08 -0.053
C -2.63870 0.21323 1.84422 0.00 0.03 -0.01 0.081
C -1.91687 -0.07941 0.70736 0.03 0.03 -0.08 -0.147
N -0.62545 -0.43018 0.76680 -0.09 -0.20 0.05 0.114
C -0.02598 -0.56815 1.95663 0.06 0.01 -0.05 -0.149
C -0.68646 -0.29015 3.13389 0.01 0.03 0.00 0.082
C 1.36718 -1.05138 1.82859 -0.04 0.05 0.03 -0.185
C 2.14804 -1.47733 2.89060 0.00 0.02 -0.01 0.023
C 3.40416 -1.98619 2.61384 0.02 -0.01 0.01 -0.033
C 3.84070 -2.04963 1.29834 0.01 0.02 0.02 -0.038
C 2.99840 -1.59140 0.30250 -0.03 0.06 -0.02 -0.087
N 1.79271 -1.09620 0.56413 -0.06 -0.14 -0.03 0.090
C -2.42839 -0.06547 -0.68160 0.01 0.04 0.07 -0.184
C -3.76382 0.06900 -1.02325 0.01 0.01 0.00 0.023
C -4.10752 -0.01984 -2.36036 -0.01 0.00 -0.01 -0.033
C -3.11608 -0.23183 -3.30755 -0.01 0.03 0.00 -0.037
C -1.80714 -0.34286 -2.87685 0.05 0.03 0.02 -0.087
N -1.47190 -0.25428 -1.59358 0.01 -0.16 0.00 0.088
H -3.67487 0.52330 1.83392 -0.01 0.00 -0.01 0.123
H -0.22806 -0.36350 4.11077 0.01 -0.01 0.01 0.123
H 1.76688 -1.43650 3.90038 0.00 -0.01 0.01 0.122
H 4.03346 -2.34521 3.41702 0.01 0.00 0.01 0.115
H 4.80950 -2.45591 1.04667 0.01 0.00 -0.01 0.109
H 3.28580 -1.62443 -0.74145 -0.01 -0.03 -0.01 0.124
H -4.51213 0.21103 -0.25738 -0.01 -0.01 0.00 0.122
H -5.14335 0.06155 -2.66109 -0.01 0.00 0.00 0.116
H -3.35180 -0.32001 -4.35806 0.00 0.00 -0.01 0.109
H -0.99521 -0.51508 -3.57294 0.01 -0.04 0.00 0.124
F -0.77825 -5.86040 -1.18445 0.05 0.03 -0.03 0.151
C -0.10362 -4.80711 -1.63662 0.04 -0.04 -0.07 -0.672
F -0.44327 -4.58905 -2.90831 -0.02 -0.01 0.03 0.141
F 1.20257 -5.07433 -1.58911 -0.03 -0.01 0.00 0.141
S -0.49828 -3.34810 -0.60033 0.01 0.20 0.04 0.585
O -1.91025 -3.13771 -0.72501 0.07 -0.09 -0.03 -0.242
O 0.04847 -3.62027 0.69616 -0.02 -0.07 -0.10 -0.242
O 0.29640 -2.29193 -1.33783 -0.11 0.06 0.16 -0.283
C 1.76883 3.86951 -2.46995 -0.01 -0.02 0.02 -0.031
C 1.56303 3.23644 -1.08761 0.02 -0.07 -0.08 -0.577
C 0.33723 3.83524 -0.38410 -0.02 0.01 0.01 -0.023
C 2.81951 3.38536 -0.22072 0.00 -0.01 0.01 -0.028
C 1.29949 1.79993 -1.26708 0.05 0.03 -0.02 -0.037
N 1.06828 0.68318 -1.36301 -0.05 -0.08 0.05 0.288
H 1.96800 4.93271 -2.33799 0.00 0.01 0.00 0.095
H 0.87970 3.75774 -3.08976 0.00 0.01 0.00 0.093
H 2.61537 3.42047 -2.98862 0.01 0.01 0.00 0.094
H 0.50777 4.90211 -0.23998 0.00 0.00 0.01 0.097
H 0.17607 3.37548 0.59096 0.00 0.00 0.01 0.095
H -0.56428 3.70571 -0.98261 0.00 0.01 -0.01 0.095
H 3.03004 4.44702 -0.09341 0.00 0.01 0.01 0.096
H 3.68266 2.91494 -0.69102 0.01 0.01 -0.01 0.094
H 2.67213 2.94103 0.76336 0.00 0.00 0.00 0.094
```
Positions in Å, forces in eV/Å.

The calculation puts the total energy at -2157.70779 Ha. As for the LUMO energy: -0.810 eV. As for the HOMO-LUMO gap: 7.1 eV. For the HOMO energy, the calculation gives -7.897 eV.